No. 1
3 unconnected molecules or ions with the total composition C4H7N2O3 in a non-equilibrium geometry, computed with ωB97M-V/def2-TZVPD.

The geometry in XYZ format:
```
16
Properties=species:S:1:pos:R:3
C 5.0365 0.6891 0.0730
C -0.0276 -0.9541 0.5803
C -3.9282 0.2124 0.7001
C -4.5850 0.7297 -0.3828
N 1.0046 -0.3662 0.1197
N 3.9750 0.1841 -0.2643
O 5.8366 1.4340 0.3872
O -1.0327 -1.3042 0.9448
O 3.6850 -1.0473 -0.8212
H -4.3177 0.1117 1.7058
H -2.7407 0.0283 0.5884
H -4.0922 0.6849 -1.3159
H -5.6356 0.9627 -0.4142
H 2.0099 -0.8074 -0.1306
H 0.7888 0.6085 -0.1067
H 4.0235 -1.1663 -1.6639
```

Results
E_LUMO	-5.25	eV
HOMO	-12.7	eV
Kohn-Sham gap	7.477	eV
charge	+1
multiplicity	1
energy above the lowest of the compared OMol25 structures with the same formula, charge and spin	5.491	eV
electronic energy	-13371.9438	eV

Table of Löwdin atomic charges, one value per atom, all in e: -0.261 -0.129 -0.069 -0.053 0.265 0.028 0.268 0.351 -0.011 0.040 0.048 0.024 0.049 0.180 0.179 0.091

No. 2
2 unconnected molecules or ions with the total composition C5H10BNO4 in a non-equilibrium geometry, computed with ωB97M-V/def2-TZVPD.

The geometry in XYZ format:
```
21
Properties=species:S:1:pos:R:3
B -0.8357 -1.1364 -0.1004
C -1.8368 1.1014 0.5267
C 2.5452 -1.8450 1.4012
C 2.7358 -0.5749 1.2539
C -0.2482 2.0457 -2.0588
C -0.9198 0.4297 -0.3165
N -0.4334 0.8652 -1.4921
O -2.0258 2.3961 0.1635
O -2.3827 0.6240 1.5050
O -1.3079 -1.6125 1.0554
O -0.4030 -1.9764 -1.0858
H 1.4398 -2.0569 1.1943
H 3.3550 -2.6347 1.2167
H 3.7213 -0.1633 1.1113
H 1.9745 0.1074 1.1398
H -0.5596 3.0311 -1.6809
H 0.1012 2.0729 -3.1065
H -2.8598 2.8437 0.6054
H 0.1102 0.1558 -1.9722
H -1.6189 -0.8353 1.5313
H -0.5515 -2.8374 -0.8913
```

Results
E_LUMO (spin up / spin down)	0.00 / 0.00	eV
HOMO (spin up / spin down)	-8.1 / -8.1	eV
Kohn-Sham gap (spin up / spin down)	8.120 / 8.119	eV
charge	0
multiplicity	1
energy above the lowest of the compared OMol25 structures with the same formula, charge and spin	2.404	eV
electronic energy	-15703.9202	eV

Table of Löwdin atomic charges, one value per atom, all in e: -0.683 -0.504 -0.076 -0.095 0.066 -0.065 0.020 0.059 0.075 0.191 0.199 0.060 0.084 0.047 0.015 0.082 0.084 0.190 0.155 0.047 0.051

No. 3
C2H5NOS3 in the gas phase in a non-equilibrium geometry, computed with ωB97M-V/def2-TZVPD.

The geometry in XYZ format:
```
12
Properties=species:S:1:pos:R:3
N -0.1583 1.7592 -0.7262
C 0.0185 1.0792 0.4736
O 0.1063 1.5644 1.5493
C 0.1371 -0.5028 0.3596
S 0.6847 -1.0225 -1.3331
S 1.4003 -0.8352 1.6341
S -1.4342 -1.1996 0.7741
H 0.2164 1.2328 -1.4470
H 0.0940 2.7089 -0.8048
H -0.2919 -1.9741 -1.4519
H 1.3961 -2.1485 1.2525
H -2.1690 -0.6619 -0.2801
```

Results
E_LUMO	0.42	eV
HOMO	-9.1	eV
Kohn-Sham gap	9.560	eV
charge	0
multiplicity	1
energy above the lowest of the compared OMol25 structures with the same formula, charge and spin	0.000	eV
electronic energy	-38198.0721	eV

Table of Löwdin atomic charges, one value per atom, all in e: 0.153 -0.687 0.038 -1.419 0.690 0.733 0.711 -0.022 0.098 -0.119 -0.105 -0.071

No. 4
A molecular structure, C12H36AsCdF6NO9 in a non-equilibrium geometry, computed with ωB97M-V/def2-TZVPD.

The geometry in XYZ format:
```
66
Properties=species:S:1:pos:R:3
Cd -1.9466 1.2913 -2.8849
As 0.2486 -1.9161 -4.4255
F 1.3207 -3.3180 -4.6294
F 0.5590 -1.8112 -2.6732
F -1.0111 -0.3352 -4.3166
F -0.1462 -1.8375 -6.1364
F -1.1512 -2.9718 -4.0766
F 1.5396 -0.7199 -4.6347
N -0.6004 0.8686 -0.1773
O -0.9164 1.7907 -1.0837
O -1.5217 0.2700 0.3583
O 0.5928 0.6941 0.0802
C 2.0394 -2.5632 0.9272
C 2.8960 -3.0055 2.1004
O 3.6969 -4.1241 1.6471
H 1.4540 -1.7237 1.3069
H 1.3373 -3.3562 0.6400
H 2.6568 -2.2240 0.0986
H 2.2441 -3.2426 2.9472
H 3.5717 -2.1916 2.3713
H 4.3535 -4.3609 2.3044
C -5.4825 -0.3067 3.3430
C -4.2085 -0.3801 2.5362
O -4.0444 0.8543 1.8327
H -5.3306 0.4709 4.0873
H -5.6114 -1.2724 3.8555
H -6.3714 0.0137 2.7952
H -4.3268 -1.1467 1.7672
H -3.3090 -0.5982 3.1511
H -3.1037 0.8179 1.5869
C 1.6907 3.1112 -2.6364
C 0.9905 2.2507 -3.6580
O -0.4737 2.6633 -3.7014
H 1.8211 4.1293 -3.0354
H 2.6527 2.7126 -2.2983
H 1.1211 3.2028 -1.6955
H 0.9839 1.1852 -3.4909
H 1.3857 2.3719 -4.6570
H -0.4717 3.6111 -3.4150
C 0.4705 2.2398 3.0940
C -0.3727 1.1825 3.8058
O -0.1314 -0.1449 3.3663
H 0.1854 2.3750 2.0364
H 1.5197 1.9267 3.1522
H 0.3326 3.2173 3.5840
H -1.4418 1.3769 3.7684
H -0.0796 1.2209 4.8550
H -0.3747 -0.2059 2.4237
C 5.4213 1.1827 1.2704
C 3.9188 1.0657 1.0491
O 3.6769 0.8910 -0.3386
H 5.5657 1.4940 2.3098
H 5.8701 1.8684 0.5632
H 6.0059 0.2788 1.1819
H 3.5016 2.0280 1.3084
H 3.4453 0.2402 1.5973
H 2.7776 0.5628 -0.4137
C -2.7056 -1.9538 -1.2793
C -3.7897 -0.8828 -1.4373
O -3.6282 0.0205 -2.6852
H -2.6906 -2.3843 -0.2553
H -1.7108 -1.5775 -1.4948
H -2.9142 -2.8132 -1.9272
H -3.7819 -0.1881 -0.6116
H -4.7747 -1.3216 -1.6336
H -3.4243 -0.6030 -3.4001
```

Results
E_LUMO	-1.76	eV
HOMO	-9.9	eV
Kohn-Sham gap	8.116	eV
charge	0
multiplicity	1
energy above the lowest of the compared OMol25 structures with the same formula, charge and spin	0.000	eV
electronic energy	-114651.0854	eV

Table of Löwdin atomic charges, one value per atom, all in e: 1.499 0.962 -0.251 -0.274 -0.450 -0.250 -0.273 -0.262 -0.501 -0.215 0.001 0.051 -0.089 -0.304 -0.088 0.051 0.083 0.077 0.110 0.097 0.070 -0.089 -0.327 -0.104 0.071 0.082 0.078 0.095 0.122 0.036 -0.074 -0.209 -0.233 0.085 0.085 0.072 0.070 0.118 0.109 -0.078 -0.321 -0.093 0.058 0.072 0.078 0.098 0.110 0.048 -0.082 -0.315 -0.092 0.075 0.072 0.065 0.098 0.105 0.037 -0.075 -0.173 -0.217 0.099 0.043 0.080 0.076 0.123 0.076

No. 5
3 unconnected molecules or ions with the total composition C7H19NO2 in a non-equilibrium geometry, computed with ωB97M-V/def2-TZVPD.

The geometry in XYZ format:
```
29
Properties=species:S:1:pos:R:3
C -1.6172 0.6749 -2.6548
C -0.1033 0.8453 -2.4538
C 0.2182 1.7223 -1.2326
C -0.0647 0.9794 0.0845
C 1.0801 0.3057 0.8219
C 1.1196 0.5562 2.2912
C 2.0030 -0.3805 0.1471
N 3.1017 -1.0926 0.7514
H -2.0445 -0.1359 -2.0624
H -1.8084 0.3747 -3.6904
H -2.1461 1.6109 -2.4832
H 0.4023 -0.1227 -2.3795
H 0.2904 1.2394 -3.3973
H -0.3849 2.6251 -1.3290
H 1.2841 1.9574 -1.2924
H -0.6156 1.6073 0.7800
H -0.7305 0.1467 -0.1649
H 0.1087 0.5466 2.6990
H 1.6540 1.4549 2.6161
H 1.7366 -0.1875 2.8148
H 2.0818 -0.5205 -0.9230
H 2.9195 -2.0885 0.7521
H 3.3621 -0.7810 1.6667
O -2.9647 -0.6922 0.7671
H -3.6497 -1.2576 1.1430
H -2.1321 -1.0828 1.0875
O -0.9423 -2.3907 1.7480
H -0.7510 -2.8065 2.5905
H -1.4073 -3.1083 1.3025
```

Results
E_LUMO	0.23	eV
HOMO	-8.0	eV
Kohn-Sham gap	8.226	eV
charge	0
multiplicity	1
energy above the lowest of the compared OMol25 structures with the same formula, charge and spin	0.531	eV
electronic energy	-13151.4603	eV

Table of Löwdin atomic charges, one value per atom, all in e: -0.110 -0.270 -0.198 -0.165 -0.299 -0.066 -0.156 0.015 0.059 0.065 0.073 0.093 0.099 0.102 0.105 0.110 0.089 0.078 0.087 0.064 0.102 0.068 0.045 -0.077 0.032 -0.018 -0.039 0.055 0.059

No. 6
2 unconnected molecules or ions with the total composition CClNS3 in a non-equilibrium geometry, computed with ωB97M-V/def2-TZVPD.

The geometry in XYZ format:
```
6
Properties=species:S:1:pos:R:3
C 1.7407 -0.1641 -0.0676
N 2.5688 0.5943 -0.2923
S -2.3638 0.1014 1.2110
S -4.9872 -0.6238 -0.5845
S -3.7055 0.7117 -0.0362
Cl 0.5846 -1.2289 0.2870
```

Results
E_LUMO (spin up / spin down)	-2.72 / -2.72	eV
HOMO (spin up / spin down)	-9.9 / -9.9	eV
Kohn-Sham gap (spin up / spin down)	7.189 / 7.187	eV
charge	0
multiplicity	1
energy above the lowest of the compared OMol25 structures with the same formula, charge and spin	0.726	eV
electronic energy	-47553.4790	eV

Table of Löwdin atomic charges, one value per atom, all in e: -0.836 0.095 0.064 0.099 -0.152 0.730